10
Properties=species:S:1:pos:R:3:lowdin_charge:R:1 method="wB97M-V/def2-TZVPD" e_above_lowest_kcal_mol=56.7 s_squared=2.018 homo_lumo_gap_ev="5.37 / 8.64" spin_multiplicity=3 lumo_energy_ev="-0.64 / -1.48" homo_ev="-6.013 / -10.125"
C 0.1130 -0.4767 0.5072 -0.53
N -0.1850 0.5666 -0.2035 0.02
N 2.3893 0.1706 0.1071 -0.29
O 3.4903 -0.3108 0.0990 0.05
O 2.0629 1.3510 -0.1872 -0.08
S 0.0132 -2.2065 -0.1036 0.72
H 0.4811 -0.5218 1.5148 0.07
H 0.6598 1.2497 -0.3973 0.06
H -0.5968 0.3506 -1.0899 0.09
H -0.7075 -2.0180 -1.2853 -0.11

29
Properties=species:S:1:pos:R:3:lowdin_charge:R:1 method="wB97M-V/def2-TZVPD" e_above_lowest_kcal_mol=37.5 smiles=Cc1ccccc1.CC(C)C homo_lumo_gap_ev=9.98 lumo_energy_ev=0.93 homo_ev=-9.042
C 1.5610 -0.9683 -2.9434 -0.05
C 2.6587 0.0071 1.0614 -0.13
C 2.8888 0.9844 0.0916 -0.08
C 2.2672 -1.2665 0.7876 -0.09
C 2.5142 0.6794 -1.2165 -0.06
C 1.6992 -1.4879 -0.5120 -0.05
C 1.9226 -0.5573 -1.5251 -0.29
H 3.0987 0.1309 2.0493 0.10
H 3.4682 1.8725 0.2402 0.10
H 2.4527 -2.1238 1.4211 0.10
H 2.8931 1.3436 -1.9901 0.11
H 1.1706 -2.4316 -0.4875 0.10
H 0.6954 -0.3721 -3.2593 0.08
H 1.3128 -2.0190 -2.9219 0.07
H 2.4378 -0.6894 -3.5116 0.08
C -1.9908 0.4538 0.6284 -0.46
C -1.7629 -0.2573 2.0184 -0.08
C -3.1618 -0.2374 -0.1062 -0.09
C -2.3028 1.9261 0.8378 -0.11
H -1.0517 0.2331 0.0990 0.11
H -1.8428 -1.3056 1.7066 0.06
H -2.4237 0.0045 2.8331 0.07
H -4.0100 0.0482 0.5414 0.08
H -3.4463 0.1545 -1.0792 0.07
H -2.9982 -1.3087 0.0045 0.06
H -1.5375 2.6669 0.5965 0.07
H -3.2858 2.2508 0.4666 0.07
H -2.4908 2.2608 1.8832 0.07
H -0.7358 0.0081 2.2862 0.07

72
Properties=species:S:1:pos:R:3:lowdin_charge:R:1 method="wB97M-V/def2-TZVPD" charge=+1 e_above_lowest_kcal_mol=11.5 smiles="CCN(CC)CC(=O)N1c2ccccc2CCc2ccc(NC(=O)CC[NH+](CC)CC)cc21" homo_lumo_gap_ev=7.94 lumo_energy_ev=-2.19 homo_ev=-10.134
C -6.3099 2.8301 0.6836 -0.08
H -7.3915 2.9354 0.6626 0.08
H -6.0359 2.2154 1.5363 0.06
H -5.8743 3.8176 0.8074 0.07
C -5.8399 2.1693 -0.6062 -0.25
N -4.4129 1.8906 -0.5827 -0.19
C -4.0197 0.9348 -1.6031 -0.10
C -2.6132 0.4254 -1.3319 -0.41
O -1.6412 0.8614 -1.9166 0.07
N -2.5197 -0.5796 -0.4102 0.06
C -1.2619 -1.1759 -0.1638 -0.11
C -0.2028 -0.3125 0.0953 0.06
C 1.0885 -0.7830 0.2729 -0.19
C 1.3259 -2.1505 0.2579 0.00
C 0.2648 -3.0025 0.0291 -0.02
C -1.0333 -2.5561 -0.2103 -0.12
C -2.0606 -3.6164 -0.5095 -0.12
C -3.3814 -3.1317 -1.1134 -0.12
C -4.1375 -2.3534 -0.0819 -0.17
C -5.2493 -2.8565 0.5760 -0.02
C -5.8692 -2.1194 1.5705 -0.07
C -5.3702 -0.8789 1.9298 -0.07
C -4.2582 -0.3637 1.2866 0.00
C -3.6566 -1.0975 0.2762 -0.17
H -3.8661 0.6049 1.5467 0.10
H -5.8468 -0.3127 2.7152 0.11
H -6.7391 -2.5175 2.0698 0.11
H -5.6332 -3.8283 0.3027 0.12
H -3.1789 -2.5135 -1.9915 0.13
H -3.9627 -3.9978 -1.4314 0.12
H -1.6026 -4.3370 -1.1920 0.12
H -2.2802 -4.1515 0.4211 0.14
H 0.4521 -4.0658 0.0086 0.12
H 2.3159 -2.5437 0.4102 0.10
N 2.0962 0.1913 0.4483 0.16
C 3.4133 0.0370 0.5028 -0.40
O 4.0007 -1.0532 0.4560 0.04
C 4.2285 1.3198 0.6553 -0.04
H 3.6508 2.1910 0.3488 0.13
H 4.4673 1.4377 1.7158 0.13
C 5.5118 1.2621 -0.1827 -0.10
N 6.2778 0.0221 0.0853 -0.15
C 7.0471 -0.4539 -1.0890 -0.18
C 6.1455 -1.1138 -2.1201 -0.05
H 6.7585 -1.5495 -2.9035 0.09
H 5.4654 -0.4081 -2.5896 0.08
H 5.5597 -1.9091 -1.6652 0.09
H 7.7714 -1.1879 -0.7324 0.14
H 7.5900 0.3855 -1.5291 0.14
C 7.0930 0.0857 1.3230 -0.17
C 8.3192 0.9797 1.2222 -0.05
H 8.0595 2.0084 0.9879 0.08
H 9.0217 0.6174 0.4776 0.08
H 8.8257 0.9804 2.1832 0.09
H 6.4484 0.4331 2.1320 0.13
H 7.4036 -0.9341 1.5602 0.14
H 5.4655 -0.6873 0.2585 0.11
H 5.2388 1.2680 -1.2390 0.13
H 6.1334 2.1380 0.0125 0.13
H 1.7275 1.1345 0.4726 0.16
H -0.3966 0.7485 0.1252 0.12
H -4.0136 1.3773 -2.6146 0.14
H -4.7214 0.0974 -1.5904 0.13
C -3.5757 3.0876 -0.5866 -0.23
C -2.8169 3.2305 0.7313 -0.07
H -3.5080 3.2996 1.5666 0.07
H -2.2023 4.1277 0.7117 0.07
H -2.1712 2.3689 0.8880 0.05
H -4.1877 3.9804 -0.7514 0.12
H -2.8509 3.0337 -1.4053 0.11
H -6.3580 1.2125 -0.7122 0.12
H -6.1164 2.8015 -1.4678 0.12

86
Properties=species:S:1:pos:R:3:lowdin_charge:R:1 method="wB97M-V/def2-TZVPD" charge=+2 e_above_lowest_kcal_mol=23.2 s_squared=3.875 homo_lumo_gap_ev="6.52 / 5.01" spin_multiplicity=4 lumo_energy_ev="-6.95 / -8.64" homo_ev="-13.474 / -13.651"
Mn 0.1358 -0.4079 -0.0344 -0.24
N 1.5558 1.9456 1.2175 -0.07
P 2.1324 0.4000 0.7645 0.97
C 3.1638 -0.0837 2.1753 -0.36
C 4.0583 0.8567 2.6864 -0.08
C 4.7950 0.5576 3.8156 -0.05
C 4.6463 -0.6770 4.4337 -0.04
C 3.7958 -1.6287 3.8951 -0.05
C 3.0563 -1.3395 2.7618 -0.14
C 3.3684 0.8297 -0.4987 -0.36
C 4.4792 0.0029 -0.6621 -0.09
C 5.4428 0.3243 -1.6011 -0.05
C 5.3102 1.4625 -2.3823 -0.04
C 4.1889 2.2678 -2.2472 -0.06
C 3.2118 1.9430 -1.3221 -0.10
C 0.2242 2.1156 1.5102 -0.38
C -0.2093 3.2416 2.2200 0.00
C -1.5519 3.4200 2.4622 -0.01
C -2.4486 2.4674 1.9826 -0.02
C -1.9545 1.3809 1.2999 -0.16
N -0.6438 1.1928 1.0399 -0.06
H 2.2024 2.5803 1.6838 0.12
H 4.1941 1.8102 2.1927 0.11
H 5.4810 1.2911 4.2117 0.12
H 5.1989 -0.8983 5.3329 0.12
H 3.6954 -2.5966 4.3605 0.12
H 2.4007 -2.0830 2.3340 0.05
H 4.5953 -0.8763 -0.0424 0.11
H 6.3045 -0.3126 -1.7222 0.12
H 6.0791 1.7067 -3.1006 0.12
H 4.0813 3.1540 -2.8560 0.11
H 2.3293 2.5684 -1.2209 0.06
H 0.5193 3.9468 2.5898 0.13
H -1.8988 4.2702 3.0282 0.13
H -3.5068 2.5683 2.1597 0.13
H -2.6152 0.5904 0.9742 0.06
Cl 1.3165 -1.6781 -1.2338 0.85
C 0.4473 -2.2384 -2.6025 -0.58
C 1.0653 -2.9635 -3.6001 -0.06
C 0.3031 -3.3533 -4.6950 -0.03
C -1.0367 -3.0123 -4.7816 -0.07
C -1.6535 -2.2980 -3.7626 -0.65
Cl -3.3200 -1.8994 -3.8700 0.82
C -0.9088 -1.9091 -2.6359 -0.62
S -1.6329 -1.0783 -1.2935 0.74
H 2.1067 -3.2309 -3.5160 0.12
H 0.7544 -3.9290 -5.4860 0.13
H -1.6174 -3.3108 -5.6395 0.12
Cl -2.6363 -1.9710 1.9395 0.33
Si -0.5997 -1.8267 1.7927 -0.65
Cl 0.1335 -3.7301 1.5732 0.32
Cl 0.0113 -1.0725 3.6105 0.36
F -6.4534 0.6216 -4.3059 0.10
C -5.2414 0.9392 -3.8532 -0.29
C -4.2947 1.4393 -4.7364 0.01
C -3.0161 1.7093 -4.2776 -0.10
C -2.7077 1.5056 -2.9411 -0.41
C -3.6850 1.0566 -2.0584 -0.21
C -4.9554 0.7561 -2.5079 -0.01
Sb -0.7207 1.8559 -2.1674 1.63
C -1.1139 3.8084 -1.3075 -0.34
C -2.4025 4.3139 -1.3978 -0.10
C -2.7083 5.5387 -0.8343 0.03
C -1.7146 6.2327 -0.1619 -0.26
F -2.0092 7.3911 0.4241 0.11
C -0.4218 5.7410 -0.0655 0.00
C -0.1266 4.5183 -0.6410 -0.15
C 0.3679 2.1981 -4.0077 -0.37
C 0.4262 1.1547 -4.9215 -0.13
C 1.0293 1.3518 -6.1482 0.02
C 1.5765 2.5958 -6.4274 -0.26
F 2.1678 2.7888 -7.6027 0.11
C 1.5362 3.6404 -5.5152 0.02
C 0.9353 3.4304 -4.2875 -0.11
H -4.5630 1.6048 -5.7674 0.13
H -2.2667 2.0933 -4.9563 0.10
H -3.4536 0.9336 -1.0086 0.06
H -5.7125 0.3773 -1.8388 0.13
H -3.1697 3.7627 -1.9232 0.10
H -3.6989 5.9588 -0.9090 0.13
H 0.3270 6.3170 0.4537 0.13
H 0.8826 4.1320 -0.5761 0.09
H -0.0196 0.1936 -4.6951 0.09
H 1.0756 0.5672 -6.8859 0.13
H 1.9622 4.5972 -5.7746 0.13
H 0.8865 4.2336 -3.5657 0.10

44
Properties=species:S:1:pos:R:3:lowdin_charge:R:1 method="wB97M-V/def2-TZVPD" charge=-1 e_above_lowest_kcal_mol=87.6 homo_lumo_gap_ev=9.02 lumo_energy_ev=2.39 homo_ev=-6.631
O 4.1964 1.2480 1.3101 -0.14
H 3.5447 0.5626 0.8502 0.06
H 1.8384 -0.2455 -1.8135 0.04
O -0.7902 3.3728 -4.3912 -0.15
H -1.0089 3.6239 -3.4980 -0.06
H -0.4729 2.3210 -4.3870 0.12
O 2.0351 -1.1687 -1.9430 -0.02
H 1.4316 -1.8146 -2.2209 0.00
H -0.0990 -0.5953 -0.2568 0.00
O -0.6811 -2.7898 2.3172 -0.26
H -0.6266 -2.9113 3.2198 -0.06
H 0.2023 -2.7674 1.3436 0.03
O 2.4052 -0.8091 1.3666 -0.15
H 1.7429 -1.5409 1.3334 -0.02
H 2.9300 -1.3321 0.6750 0.09
O -2.1030 1.4870 0.1899 -0.15
H -2.4207 0.7933 -0.4321 0.04
H -1.2965 1.1843 0.8399 0.10
O 1.3287 -4.4221 -1.2276 -0.05
H 1.8958 -4.8917 -1.8930 0.07
H 1.9229 -4.2512 -0.5252 0.01
O -0.4973 0.7069 -2.5962 -0.06
H -0.8192 1.2745 -1.8786 0.01
H 3.9627 1.1359 2.2388 0.01
O -1.4361 -1.9107 -1.1107 -0.04
H -1.0958 -2.7685 -0.9250 0.03
H -1.4545 -1.5461 -0.2075 0.05
O -4.1397 -0.0167 2.8737 -0.06
H -4.3071 0.4743 3.7170 0.06
O -1.1225 4.0849 -1.8006 -0.04
H -1.2405 3.3985 -1.0878 0.05
H -0.3027 3.6767 -2.0444 0.03
O -0.3370 -0.3428 2.5776 -0.12
H 0.5993 -0.3285 2.4040 -0.02
H -0.6391 -1.3220 2.7138 0.01
O 0.0933 0.3291 0.0182 -0.16
H 0.4458 0.2147 1.0094 0.08
H -0.7668 -0.2105 -2.4810 0.02
O 0.7733 -2.3687 0.4560 -0.23
H 0.9258 -2.3193 -0.4749 -0.02
H -3.5252 0.5528 2.4588 -0.02
O -0.3871 4.4670 1.2186 -0.01
H -0.3269 4.1075 0.3603 -0.03
H -0.3776 3.6576 1.7029 0.02

20
Properties=species:S:1:pos:R:3:lowdin_charge:R:1 method="wB97M-V/def2-TZVPD" e_above_lowest_kcal_mol=27.2 smiles=CNCCO.O.O homo_lumo_gap_ev=9.17 lumo_energy_ev=0.52 homo_ev=-8.651
C -0.7472 -0.9371 -2.6996 -0.13
N -0.5047 -0.4009 -1.3725 -0.14
C -0.9830 0.9081 -0.9656 -0.23
C -0.0259 1.4611 0.1047 -0.26
O 1.2730 1.6420 -0.4479 -0.07
H -0.2446 -0.3579 -3.4758 0.07
H -1.8154 -0.9250 -2.9582 0.07
H -0.3250 -1.9374 -2.7306 0.07
H -0.7023 -1.0640 -0.6476 0.10
H -1.2028 1.6124 -1.7739 0.12
H -2.0128 0.8216 -0.5671 0.12
H -0.4129 2.4552 0.3601 0.11
H -0.1337 0.7771 0.9470 0.08
H 1.2361 1.0787 -1.2273 0.06
H 1.6388 -0.0893 2.7189 0.06
H 2.3017 -1.3348 2.2379 0.06
O 1.6934 -0.6490 1.9436 -0.04
H -0.0118 -1.2759 2.2912 -0.02
H -1.1055 -2.3181 2.3247 0.02
O -0.8999 -1.4466 2.6599 -0.08

Ordered max |F| results: 3.533; 2.819; 0.720; 2.350; 4.738; 1.907; unit eV/A.
Ordered calculated total energy results: -698.4309; -429.8809; -1421.5788; -6710.3534; -1145.9329; -402.5372; unit hartree.